C2H8FN3NiO11 as an isolated structure. Source: OMol25; level of theory: ωB97M-V/def2-TZVPD.

XYZ file:
```
26
Properties=species:S:1:pos:R:3:lowdin_spin:R:1
Ni -0.33 -0.37 0.06 1.82
N 2.12 -2.61 0.10 0.00
O 1.87 -2.84 1.23 0.00
O 2.92 -3.35 -0.53 0.00
O 1.58 -1.58 -0.36 0.02
N -1.18 -0.46 -3.09 0.00
O -2.02 0.39 -3.09 0.00
O -0.95 -1.11 -4.04 0.00
O -0.68 -0.67 -2.01 0.02
N 1.15 -0.21 3.06 0.00
O 2.18 0.36 3.33 0.00
O 0.74 -1.22 3.67 0.00
O 0.51 0.13 2.05 0.02
F -1.22 -2.12 0.74 0.06
C 2.13 1.77 -0.09 0.00
O 0.92 1.20 -0.63 0.01
H 2.52 2.19 -1.01 0.00
H 2.16 2.65 0.56 0.00
H 2.83 1.01 0.28 0.00
H 0.80 1.64 -1.47 0.00
C -3.26 0.88 -0.11 0.00
O -1.99 0.83 0.55 0.02
H -3.99 0.95 0.69 0.00
H -3.37 1.77 -0.73 0.00
H -3.32 -0.06 -0.66 0.00
H -2.12 0.85 1.50 0.00
```

## Properties
**LUMO (spin up / spin down)**: 5.1 / 5.1 eV
**Highest occupied orbital energy (spin up / spin down)**: -1.8 / -1.8 eV
**ΔE to the lowest compared entry with this formula, charge and spin**: 0.0 kcal per mole
**Multiplicity**: 3
**Total charge**: -2
**<S²>**: 2.0031
**Frontier orbital gap (spin up / spin down)**: 0.2530 / 0.2531 hartree